Record 1
The following is a DFT calculation (ωB97M-V with the def2-TZVPD basis set) of a 4-piece molecular cluster, C23H36F10NO10 overall.

Values from the calculation:
Net charge: -1
Max |F| (eV/A): 0.7

```
80
Properties=species:S:1:pos:R:3:forces:R:3
H 1.257 2.637 1.171 0.0 -0.1 0.0
H -0.396 -0.979 2.057 0.0 0.1 0.0
H -9.035 3.002 -0.988 0.0 0.0 0.0
H 2.731 4.855 -6.003 0.0 0.0 0.0
C 4.844 -5.873 1.979 -0.1 0.0 0.0
N -2.944 0.540 0.138 0.1 -0.1 0.0
H 5.548 -8.614 4.877 0.0 0.0 0.0
C 3.647 1.370 -0.262 -0.2 -0.1 -0.1
F -10.673 -1.490 -1.606 0.0 0.0 0.0
H -3.693 -1.162 -0.271 0.2 -0.1 0.0
H -9.664 3.334 0.635 0.0 0.0 0.0
C 1.287 -1.313 0.694 0.0 -0.2 0.0
C 5.010 -7.809 4.375 -0.1 0.1 0.0
H 3.963 1.063 -1.263 0.1 0.0 0.1
H 1.714 -0.755 2.769 0.1 0.0 -0.1
H -7.840 1.913 1.619 0.0 0.0 0.0
H 5.483 -6.864 4.637 0.0 0.0 0.0
H 3.861 2.437 -0.150 0.0 -0.1 0.0
O 4.250 -7.039 2.191 0.0 0.1 0.0
O -9.076 0.721 0.557 0.0 -0.1 0.0
H 4.349 4.145 -6.103 0.0 0.0 0.0
H -4.233 1.988 -1.600 -0.1 0.0 0.0
H -1.837 0.522 1.918 0.0 0.1 0.0
H 4.209 5.715 -4.156 0.1 0.0 0.0
C 6.628 2.907 -2.706 -0.1 0.1 -0.1
H 3.983 -7.798 4.739 0.0 0.0 0.0
H -4.951 0.880 0.535 0.1 0.0 -0.1
F -11.322 -0.681 0.291 0.0 0.0 0.0
H 1.085 -0.403 -1.219 0.1 0.0 0.0
C -8.766 3.096 0.063 -0.1 0.0 0.0
H -3.349 3.204 -0.644 -0.1 0.0 0.0
C -8.130 1.825 0.575 0.2 0.2 0.0
H 1.337 -2.328 0.280 0.1 0.1 -0.1
F 7.890 2.747 -3.096 0.0 0.0 0.0
C 2.166 -1.339 1.963 -0.3 0.2 0.1
F 3.811 -5.319 -0.068 0.0 0.0 0.0
F -5.374 3.196 -0.431 -0.2 0.1 0.0
C 3.737 4.734 -4.119 -0.1 0.1 0.0
C -4.173 2.491 -0.632 0.2 -0.1 0.0
H 4.577 -8.979 2.609 0.0 0.0 0.0
O -8.722 0.344 -1.647 0.0 0.0 0.0
F 2.657 -4.968 1.736 0.0 0.0 0.0
C -1.710 0.815 0.867 0.0 0.0 -0.2
H 3.149 -0.901 1.779 0.0 -0.2 0.0
F 6.630 3.371 -1.450 0.0 -0.1 0.0
C 5.039 -8.032 2.880 0.1 -0.1 0.0
H 2.836 4.796 -3.514 0.0 0.0 0.0
H 3.006 3.201 -5.435 0.0 0.0 0.0
C 5.891 3.914 -3.621 -0.1 0.0 0.1
H 0.933 1.032 1.776 0.0 0.1 -0.1
C 1.819 -0.387 -0.411 0.1 0.0 0.0
F -9.662 -2.074 0.217 0.0 0.0 0.0
C -0.220 -1.072 0.976 0.0 -0.2 0.0
F 4.332 -3.685 1.256 0.0 0.0 0.0
H 6.055 -8.010 2.489 0.0 0.1 0.0
O -3.329 -0.796 0.542 -0.2 0.1 0.1
C 1.688 1.642 1.290 0.2 0.1 0.1
C -4.029 1.464 0.477 -0.1 0.0 0.1
H 2.282 -2.357 2.341 0.1 0.1 0.0
H -0.805 -1.938 0.636 0.0 0.0 0.1
H 1.635 1.699 -0.833 -0.1 -0.1 0.1
O 5.958 -5.564 2.282 0.0 0.0 0.0
O -1.667 2.963 1.853 0.0 0.2 0.1
C -9.246 0.111 -0.598 0.0 0.0 0.1
H -7.250 1.562 -0.008 -0.1 -0.1 0.0
O -0.664 0.075 0.291 0.0 0.1 0.0
C 2.146 1.097 -0.076 0.1 0.1 -0.1
F 6.020 1.722 -2.722 0.1 -0.1 0.0
H 4.241 0.813 0.471 0.0 0.0 0.0
H -3.870 1.957 1.442 0.0 0.0 0.0
O -0.993 2.785 -0.303 -0.2 -0.2 0.6
H -8.053 3.913 0.164 0.0 0.0 0.0
C -10.252 -1.053 -0.422 0.1 0.1 0.0
O 6.460 4.653 -4.371 0.0 0.0 0.0
H 2.538 1.726 1.979 -0.1 -0.1 0.0
C 3.885 -4.928 1.215 0.1 -0.1 0.0
C -1.408 2.355 0.800 0.1 0.0 -0.6
H 2.729 -0.851 -0.816 0.0 0.0 0.1
O 4.595 3.832 -3.386 0.1 0.0 0.0
C 3.442 4.198 -5.501 0.1 -0.1 0.0
```
Forces are in eV/Å.


Record 2
The following is a DFT calculation (ωB97M-V with the def2-TZVPD basis set) of a 4-piece molecular cluster, C23H36F14N3O3PSi overall in a non-equilibrium geometry.

Values from the calculation:
SMILES: C#C[Si@@](CCF)(CCC(F)(F)C(F)(F)C(F)(F)C(F)(F)C(F)(F)C(F)(F)F)P(C)C.CNC(C)=O.CNC(C)=O.CNC(C)=O
Net charge: 0
Max |F| (eV/A): 3.3

```
81
Properties=species:S:1:pos:R:3:forces:R:3
N 1.240 -5.167 -0.155 0.1 -0.2 0.1
H -4.743 1.093 3.561 0.0 0.0 0.0
C 8.372 -1.094 -1.335 -3.0 1.4 0.5
C -4.894 6.928 1.156 0.0 0.2 0.0
C -0.969 1.130 -0.629 -0.4 0.4 -0.5
H -4.513 -0.758 1.936 -0.1 -0.1 -0.2
F -2.042 0.812 -2.645 -0.8 0.1 -0.3
C 5.873 2.003 -0.811 -0.2 -0.1 0.4
H -5.058 0.725 1.131 -0.1 -0.1 -0.1
H -5.775 6.534 3.048 0.0 0.1 0.0
C 3.433 -1.360 -2.369 -0.1 0.6 -0.8
H 1.339 -7.917 -0.467 0.0 0.0 0.1
F -0.738 -1.575 -1.110 0.0 -0.2 1.1
H 3.814 2.553 -0.991 -0.2 0.4 0.2
H -4.079 7.096 -0.651 0.0 0.0 0.0
H 5.161 -2.831 1.772 0.1 0.0 0.1
H -0.779 -5.341 0.342 -0.1 -0.1 0.1
H -4.872 4.366 0.316 0.0 0.1 0.0
H 4.009 0.691 -2.913 -0.3 0.1 0.0
C -0.843 0.607 -2.093 -0.4 -0.3 0.9
O -4.822 8.127 1.364 0.0 -0.1 0.0
H 0.271 -6.552 1.098 0.0 0.0 0.0
O 3.025 -5.514 -1.460 0.1 0.0 0.0
F 0.953 -2.573 -2.871 -0.1 -0.9 0.1
F -0.066 0.620 0.190 0.5 -0.7 0.3
H -6.228 -0.542 1.528 0.0 0.0 0.1
C -2.396 0.971 -0.011 1.4 -0.2 1.1
H 6.859 2.272 -1.183 0.0 0.0 -0.2
C 4.458 -0.226 -2.544 0.6 -0.3 0.1
F -2.966 -0.165 -0.312 -0.6 -0.9 -0.7
C 0.199 -5.513 0.795 0.1 0.4 -0.2
F -3.159 1.980 -0.288 -1.1 1.0 -1.1
H 3.652 0.787 2.477 0.1 0.0 0.1
C 2.263 -7.401 -0.201 0.0 0.0 0.0
H -4.720 5.237 2.475 -0.1 -0.1 0.0
C 3.371 0.326 1.534 0.2 0.0 0.2
H 2.540 -0.332 1.767 -0.2 -0.2 -0.3
H 4.727 2.738 -2.467 0.0 0.1 -0.2
H -3.428 4.706 -0.655 -0.1 -0.2 0.0
C -5.328 -0.036 1.863 0.3 0.3 0.3
O -6.633 1.182 5.009 0.0 0.0 -0.1
H -6.341 5.457 1.766 0.1 -0.1 0.0
H 3.057 1.140 0.890 -0.2 -0.1 -0.3
H 9.366 -1.379 -1.134 0.5 -0.3 -0.3
C 2.219 -5.964 -0.662 0.0 0.2 -0.1
F -2.244 0.988 1.309 0.3 -0.1 1.0
C -5.468 5.970 2.173 0.0 0.0 0.0
C 4.780 2.873 -1.387 0.2 -1.1 -0.7
F 1.132 -0.744 -3.935 0.1 1.0 -1.1
C -7.854 -0.123 3.418 0.0 0.0 0.0
H 3.093 -7.899 -0.691 0.0 0.1 0.0
H 3.566 -2.698 1.081 -0.2 0.0 -0.2
F 0.008 1.372 -2.752 0.8 0.2 -0.4
H 3.253 -1.772 -3.357 -0.2 -0.1 -0.1
H -5.041 4.923 -1.359 0.0 -0.2 0.0
H 4.986 -2.876 0.035 0.0 -0.1 -0.2
F -0.748 2.444 -0.677 0.1 0.9 -0.1
C -0.499 -0.912 -2.229 0.3 0.5 -1.1
H 2.413 -7.452 0.879 -0.1 -0.1 0.0
H 3.814 -2.190 -1.791 0.0 -0.1 0.3
C 0.928 -1.240 -2.736 -0.1 -0.5 1.4
C -6.635 0.603 3.936 0.1 0.1 0.2
F 2.098 0.404 -1.486 -0.3 0.8 0.0
H 5.127 -0.543 -3.345 0.1 0.0 -0.1
C -4.453 5.017 -0.444 0.2 0.4 -0.3
H 0.288 -4.878 1.679 -0.1 -0.1 0.1
F 4.999 4.207 -1.158 0.0 0.5 0.3
F 1.895 -1.557 -0.623 -0.6 -0.4 0.7
C 7.231 -0.628 -1.291 2.1 -1.1 -0.1
H -7.638 -1.183 3.279 0.0 0.0 -0.1
Si 5.565 0.140 -1.037 -0.3 0.2 -0.5
N -5.518 0.591 3.157 -0.3 -0.1 -0.1
H -8.185 0.311 2.474 0.0 -0.1 -0.1
C 2.087 -0.904 -1.786 1.6 -0.7 -0.3
N -4.450 6.404 -0.020 -0.1 -0.1 0.2
F -1.329 -1.416 -3.142 -0.4 -0.2 -0.7
H 1.270 -4.222 -0.507 0.0 0.0 0.0
H 5.899 2.174 0.268 0.1 0.0 0.1
P 4.864 -0.585 0.921 0.9 0.1 0.8
C 4.606 -2.414 0.939 -0.3 0.1 0.1
H -8.653 -0.023 4.146 0.1 0.1 0.1
```
Forces are in eV/Å.


| no. | HOMO-LUMO gap (eV) |
| --- | --- |
| 1 | 6.9 |
| 2 | 8.2 |